The following is a quantum chemistry calculation of 2 unconnected molecules or ions with the total composition C2H7N3O2 at a distorted geometry, from the Open Molecules 2025 dataset.

Computed properties:
**Total charge**: 0
**Energy above the lowest of the compared OMol25 structures with the same formula, charge and spin**: 4.317 eV
**Kohn-Sham gap**: 10.17 eV
**F_max**: 0.0813 Eh/bohr
**E_HOMO**: -9.567 eV

XYZ file:
```
14
Properties=species:S:1:pos:R:3:forces:R:3:mulliken_charge:R:1
H 1.352480 0.310412 -1.656721 -1.1 -0.4 1.2 0.169
N 0.729421 0.469827 -0.824871 1.0 2.7 -3.0 -0.595
C 0.851059 -0.205833 0.197760 0.9 -3.0 2.1 0.750
C 0.081770 0.128084 1.432274 -1.0 1.5 1.2 -1.188
N 1.540090 -1.435348 0.222060 1.9 -1.8 0.7 -0.485
H -0.177862 1.242822 1.613031 0.7 -1.8 -0.8 0.269
H 0.516807 -0.228709 2.364063 0.4 -0.1 -0.2 0.378
H -0.868919 -0.384551 1.381845 -0.5 -0.1 -0.1 0.314
H 2.419379 -1.600475 -0.288237 -1.1 1.0 -0.5 0.221
H 1.655607 -2.163245 0.975303 -1.2 2.0 -0.3 0.215
O -3.434923 0.484821 -1.748114 1.1 0.3 -0.1 -0.328
N -2.256687 0.499938 -1.796963 -0.1 0.9 1.0 0.217
O -1.707310 1.562518 -1.001190 0.1 -1.1 -0.3 -0.411
H -0.700911 1.319739 -0.870240 -1.2 0.1 -0.8 0.474
```
Positions in Å, forces in eV/Å.